Record 1
82
Properties=species:S:1:pos:R:3:forces:R:3:mulliken_charge:R:1 method="wB97M-V/def2-TZVPD" smiles=COC[C@H](C)N.COC[C@H](C)N.COCCNCCOC.COCCNCCOC max_force_ev_per_a=4.2 e_above_lowest_kcal_mol=98.87
C -28.001900 -15.646220 13.774040 -1.079 0.867 0.017 -0.68
O -29.271360 -14.959970 13.734670 0.396 0.681 0.808 -0.35
C -29.674300 -14.565220 12.414540 -1.214 -1.282 1.075 -0.52
C -31.081530 -13.844830 12.361090 1.137 0.509 2.023 -0.67
N -31.198370 -12.945870 11.253930 0.319 -0.922 -0.739 -0.38
C -31.386710 -13.728720 10.033810 0.718 1.932 -1.172 -0.51
C -31.444450 -12.737730 8.849370 -0.703 -1.009 -0.244 -0.66
O -32.799360 -12.418880 8.697820 -2.332 0.564 0.321 -0.34
C -33.098910 -11.117940 8.154020 1.644 -1.238 -0.294 -0.65
H -28.043540 -16.632260 13.311340 -0.153 -0.140 -0.103 0.29
H -27.758890 -15.739150 14.832540 0.053 -0.059 -0.141 0.23
H -27.242950 -15.050210 13.267220 0.181 0.044 -0.011 0.30
H -29.831290 -15.580560 12.050490 0.225 0.248 -1.664 0.31
H -28.871860 -13.985900 11.957820 -0.212 0.045 -0.401 0.36
H -31.255850 -13.188710 13.213860 0.729 -0.152 0.595 0.45
H -31.915590 -14.535950 12.482740 0.046 -0.693 -0.493 0.33
H -32.017880 -12.380680 11.424400 -0.135 0.156 -0.302 0.24
H -32.296800 -14.325060 10.098680 0.006 -0.257 -0.390 0.38
H -30.510800 -14.329210 9.788260 0.030 -0.359 0.706 0.38
H -31.135810 -13.218950 7.921320 0.316 -0.228 -0.183 0.36
H -30.794690 -11.872490 8.980800 -0.043 0.138 0.430 0.36
H -34.063070 -10.961130 7.670390 -0.413 -0.737 0.742 0.24
H -32.418540 -11.122750 7.302450 0.388 1.331 -0.037 0.28
H -32.915890 -10.417890 8.969200 0.104 0.574 -0.544 0.26
C -31.935620 -6.932720 1.764980 1.318 1.107 0.661 -0.67
O -30.788790 -6.225500 1.208760 -0.376 -0.115 0.151 -0.34
C -29.715100 -5.817600 2.092320 -0.493 -1.110 -0.449 -0.46
C -28.686420 -6.955990 2.214760 -1.353 -0.209 2.107 -0.41
N -28.039180 -6.952010 3.570820 1.203 0.396 -2.150 -0.31
C -26.999880 -7.980230 3.665750 -0.330 0.927 0.239 -0.58
C -26.519350 -8.235530 5.087190 -0.561 1.629 0.037 -0.60
O -27.475490 -8.895540 5.829050 -2.653 -2.800 0.904 -0.28
C -27.419300 -9.077130 7.269540 2.145 0.625 -1.132 -0.64
H -32.729810 -6.929240 1.018420 0.299 -0.163 0.017 0.24
H -32.272260 -6.409790 2.660150 -0.291 0.444 -0.010 0.29
H -31.708920 -7.919880 2.167750 0.241 -0.379 -0.616 0.28
H -30.114400 -5.594770 3.081770 -0.090 0.122 0.156 0.31
H -29.269050 -4.914990 1.674670 -0.178 -0.020 -0.053 0.28
H -28.045690 -7.022510 1.335470 0.613 0.356 0.477 0.24
H -29.280700 -7.869460 2.192480 -0.215 -0.330 -0.393 0.26
H -28.631450 -6.754480 4.364730 -0.066 -0.591 -0.263 0.24
H -26.098190 -7.641340 3.155660 0.156 0.517 -0.139 0.32
H -27.260580 -8.843080 3.052880 -0.338 -0.711 0.559 0.39
H -26.529350 -7.276240 5.604640 1.124 0.761 -0.425 0.32
H -25.503520 -8.607100 4.952600 0.090 -0.761 0.865 0.34
H -27.215500 -8.103800 7.715850 0.182 0.082 0.252 0.29
H -26.587730 -9.761000 7.439550 0.270 0.136 0.415 0.29
H -28.248790 -9.516160 7.823890 -0.704 0.079 -1.206 0.18
C -14.275680 -14.508790 11.103190 -0.923 0.503 0.248 -1.44
C -14.709500 -14.323570 9.630790 -1.223 0.009 1.098 0.71
C -15.435020 -12.968010 9.238090 0.505 -1.346 1.901 -0.57
O -16.770850 -12.920410 9.761740 0.787 -0.530 0.222 -0.31
C -17.761740 -13.742390 9.128570 0.937 1.590 -0.041 -0.64
N -13.504500 -14.615170 8.897430 0.192 -0.196 -1.755 -0.78
H -13.904860 -15.531750 11.167640 0.442 0.174 0.207 0.35
H -15.042570 -14.437390 11.874480 -0.610 -0.045 -0.399 0.34
H -13.566100 -13.756580 11.447840 0.528 -0.221 -0.461 0.34
H -15.472610 -15.079540 9.445650 -0.176 -0.325 -0.016 0.08
H -15.395350 -12.793770 8.162830 0.015 0.125 -0.094 0.33
H -14.901300 -12.237730 9.846300 -0.055 0.587 -0.637 0.28
H -18.658010 -13.513490 9.705110 -0.095 -0.465 -0.244 0.22
H -17.511400 -14.802270 9.083020 -0.118 0.000 0.141 0.27
H -17.823380 -13.298720 8.134850 -0.592 -0.536 -0.432 0.29
H -13.269770 -15.589050 9.026140 0.442 -0.249 1.117 0.28
H -13.777030 -14.767200 7.936850 -0.055 0.926 -0.855 0.26
C -26.256580 -10.514610 16.583010 0.794 0.957 -2.995 -1.29
C -24.745970 -10.825430 16.754830 -0.765 0.283 -0.804 0.41
C -23.761740 -9.748550 16.085410 -0.633 -1.751 -2.246 -0.88
O -23.465670 -10.170200 14.719610 -0.646 0.554 0.735 -0.35
C -22.348370 -9.539000 14.135040 0.561 -0.885 0.023 -0.75
N -24.538180 -10.733660 18.115860 0.888 1.068 3.930 -0.65
H -26.327930 -10.313260 15.514140 -0.486 -0.376 -0.624 0.35
H -26.510150 -9.505670 16.908330 0.127 -0.186 0.970 0.29
H -27.038280 -11.242890 16.799030 0.593 -0.124 0.541 0.35
H -24.511530 -11.880680 16.614890 -0.008 0.161 -1.700 0.35
H -22.831040 -9.616350 16.637150 0.127 -0.554 0.270 0.49
H -24.192520 -8.750220 16.008850 -0.552 0.094 0.300 0.36
H -21.487990 -10.169640 14.358960 0.484 0.215 0.243 0.28
H -22.143750 -8.520860 14.466110 -0.276 0.127 0.080 0.32
H -22.404130 -9.578330 13.047170 -0.497 0.214 0.010 0.25
H -24.141270 -9.811300 18.224520 0.030 0.007 1.366 0.23
H -23.918010 -11.421540 18.518730 0.258 0.191 -0.105 0.23

=====

Record 2
55
Properties=species:S:1:pos:R:3:forces:R:3:nbo_charge:R:1 method="wB97M-V/def2-TZVPD" charge=-1 max_force_ev_per_a=9.7
C 4.966246 -1.498236 -0.266828 0.247 -0.750 -0.898 -0.27
O 4.877913 -0.127111 -0.793327 0.624 -0.684 1.901 -0.58
C 5.464730 0.863069 0.127928 0.237 1.094 0.547 -0.10
C 5.111940 2.360538 -0.522573 0.069 -1.487 0.302 -0.43
C 3.670964 2.856663 0.088543 -0.684 0.032 0.097 -0.46
C 2.407277 2.706665 -0.996426 0.323 0.811 0.741 -0.41
C 0.959919 3.052882 -0.234043 0.695 -0.343 -0.331 -0.43
C -0.108307 1.823161 -0.499651 -0.509 -0.319 0.846 -0.41
C -0.276281 0.948052 0.908309 1.024 -0.475 -0.628 -0.46
C -0.838524 -0.526008 0.461686 -1.513 0.330 -0.905 0.09
O -0.739368 -1.670004 1.384213 -2.041 -2.786 -2.393 -0.50
C -1.498610 -2.737612 0.652654 0.297 -4.557 0.611 0.96
O -1.449450 -4.074017 0.861142 -0.259 9.560 -1.344 -0.58
O -2.339583 -2.112980 -0.420404 1.503 -0.021 4.226 -0.53
C -2.441447 -0.700498 0.075418 0.862 2.038 -0.693 0.06
C -3.574704 -0.376095 1.216305 0.833 -0.254 0.695 -0.45
C -4.922810 -1.313264 1.128062 0.081 -0.100 0.247 -0.44
C -5.610567 -1.383560 -0.361650 -1.792 0.824 0.421 -0.09
O -5.253807 -2.613967 -1.130356 0.909 1.826 -3.244 -0.54
C -5.354114 -2.379074 -2.579363 -5.536 3.022 -1.527 0.79
C -4.224237 -2.766063 -3.710182 -0.368 -0.625 -0.082 -0.72
O -6.484398 -1.797969 -3.036569 6.812 -3.363 2.820 -0.61
H 4.704695 -1.582592 0.871013 0.566 0.325 -2.111 0.21
H 4.223086 -2.190198 -0.892798 1.439 1.714 1.376 0.18
H 6.051851 -1.914448 -0.526623 -2.082 0.779 0.927 0.16
H 6.644586 0.749442 0.260582 -2.245 -0.039 -0.661 0.14
H 5.007528 0.765708 1.219343 0.588 0.193 -2.180 0.25
H 5.080874 2.175788 -1.700027 -0.014 0.588 2.484 0.21
H 6.017624 3.071057 -0.277517 -1.964 -1.238 -0.423 0.20
H 3.342831 2.196651 1.027003 1.013 1.190 -1.714 0.29
H 3.761289 3.968769 0.506977 -0.322 -2.234 -1.130 0.19
H 2.414320 1.607426 -1.415448 -0.013 2.218 0.798 0.21
H 2.534558 3.487882 -1.859558 -0.115 -1.659 1.359 0.19
H 0.547955 4.110405 -0.590103 0.801 -2.370 0.677 0.20
H 1.229700 3.136080 0.908412 -0.814 -0.241 -2.151 0.23
H -1.194327 2.203627 -0.812497 2.392 -0.708 0.468 0.19
H 0.297377 1.057154 -1.319809 -0.880 1.916 1.655 0.21
H 0.822932 0.852214 1.362764 -2.460 -0.044 -0.818 0.29
H -0.939107 1.521675 1.683633 1.111 -1.307 -1.491 0.22
H -0.321139 -0.941001 -0.504214 -0.619 1.470 1.624 0.19
H -2.681715 0.071487 -0.770872 0.512 -2.086 0.919 0.20
H -3.064299 -0.550236 2.275625 -1.197 0.338 -2.147 0.24
H -3.797729 0.791565 1.139230 0.328 -2.592 0.049 0.22
H -5.762143 -0.876989 1.856213 1.949 -0.836 -1.596 0.22
H -4.628365 -2.378791 1.569821 -0.790 2.175 -1.311 0.24
H -5.400305 -0.392667 -0.983831 -0.166 -2.240 1.259 0.20
H -6.798814 -1.424261 -0.253882 2.633 0.144 -0.077 0.20
H -3.145485 -2.384098 -3.460128 -2.183 -0.984 -0.107 0.26
H -4.528030 -2.319994 -4.774451 0.282 -0.764 2.755 0.25
H -4.268457 -3.943062 -3.852217 0.406 2.455 0.543 0.25
C 2.328434 0.144687 3.382699 -0.462 -0.610 0.280 -0.18
O 3.270369 1.017254 3.057060 0.696 0.778 -0.664 -0.97
H 2.497524 -0.468880 4.283925 0.397 -0.225 0.605 0.08
H 1.321209 0.542867 3.592566 -0.642 0.591 0.127 0.06
H 2.088393 -0.639089 2.644224 0.041 -0.469 -0.731 0.07

=====

Record 3
16
Properties=species:S:1:pos:R:3:forces:R:3:nbo_charge:R:1 method="wB97M-V/def2-TZVPD" smiles="CCC(=S)CC" max_force_ev_per_a=2.6 e_above_lowest_kcal_mol=17.74
C 0.165918 2.203213 -0.424659 -0.856 -0.849 -2.267 -0.59
C 0.251262 1.219921 0.710850 0.001 -0.166 1.416 -0.50
C 0.228615 -0.250440 0.306767 1.076 0.441 -1.039 0.01
C -1.068524 -0.993603 0.387921 0.171 -2.262 -0.658 -0.50
C -2.322379 -0.517831 -0.355357 0.049 1.012 -0.871 -0.61
H 0.114550 3.244785 -0.103891 -0.011 -0.197 0.009 0.22
H -0.744630 1.926817 -1.041698 0.712 0.726 0.678 0.20
H 0.985466 2.053705 -1.154974 -0.117 0.249 0.603 0.22
H 1.183380 1.422589 1.267631 -0.395 -0.251 -0.094 0.23
H -0.607138 1.426878 1.390372 0.500 -0.248 -0.239 0.20
H -0.811999 -2.066280 0.059736 -0.570 1.514 0.531 0.23
H -1.304154 -1.042209 1.445790 -0.133 -0.069 0.409 0.23
H -2.186285 -0.369733 -1.431779 0.498 -0.354 0.000 0.21
H -2.657110 0.482038 -0.065525 -0.030 -0.133 0.516 0.21
H -3.172135 -1.200043 -0.297719 0.242 -0.083 0.477 0.23
S 1.604419 -0.990382 -0.238817 -1.137 0.672 0.529 0.01

=====

LUMO (computed, eV): 0.64 2.30 -0.09
HOMO-LUMO gap (computed, Eh): 0.330 0.190 0.311